# C16H27BBeCaClCsKLiN2O20P2S2

C16H27BBeCaClCsKLiN2O20P2S2 as an isolated structure at a distorted geometry (the ωB97M-V functional and the def2-TZVPD basis, the OMol25 dataset).

CARTESIAN COORDINATES (ANGSTROEM)
N1 -5.88247 -1.70871 -3.13345
C1 -5.32867 -1.87144 -4.56152
C2 -4.08785 -2.96156 -4.60470
C3 -2.67863 -2.11061 -4.89918
C4 -1.37694 -2.76091 -4.11121
P1 0.27684 -2.60090 -5.05219
O1 1.12672 -3.66065 -3.94326
C5 0.68805 -1.04281 -4.01848
S1 1.44296 -1.41998 -2.34262
O2 2.98654 -1.66998 -2.51262
O3 1.29185 -0.11822 -1.46578
P2 -0.15310 -4.24550 -6.41650
O4 -1.54814 -3.88626 -7.45589
Cl1 -0.74976 -6.02782 -5.33946
H1 -6.00039 -2.67539 -2.75797
H2 -6.81016 -1.19111 -3.16878
H3 -4.98914 -0.77345 -4.88334
H4 -6.18110 -2.17815 -5.33716
H5 -4.03909 -3.48897 -3.54056
H6 -4.27332 -3.81732 -5.38911
H7 -2.49669 -1.91008 -6.03926
H8 -2.87738 -1.03923 -4.41194
H9 -1.61209 -3.86210 -3.71820
H10 -1.25822 -2.11176 -3.11626
H11 1.55927 -2.39597 -5.73846
H12 -0.29894 -1.69977 -6.05346
H13 2.10041 -3.69424 -4.18338
H14 -0.23333 -0.31961 -3.84350
H15 1.47249 -0.39353 -4.64163
H16 0.78910 -2.45128 -1.63410
H17 -1.46057 -4.58498 -8.17979
Li1 4.30256 -0.15569 -1.43605
Cs1 -2.89775 -4.92985 -6.66995
O5 -6.03505 1.72049 -2.26119
H18 -5.91173 0.81915 -2.49696
Be1 -1.28479 -8.21847 -4.33414
O6 7.67387 2.04684 -0.73932
S2 8.32174 0.98788 0.05593
O7 8.77391 -0.09233 -0.83970
O8 7.35793 0.44621 1.03117
O9 9.48138 1.55072 0.77153
C6 3.21475 -0.79070 2.67808
C7 3.48247 -0.79474 4.04791
C8 2.73123 0.00621 4.91018
C9 1.70653 0.80756 4.38806
C10 1.44069 0.81937 3.01232
C11 2.20058 0.01626 2.15954
N2 0.89653 1.63246 5.29244
O10 1.17506 1.60907 6.50057
O11 -0.02166 2.30148 4.79708
H19 3.79949 -1.42118 2.01041
H20 4.27550 -1.42523 4.44432
H21 2.95224 -0.00825 5.97521
H22 0.65171 1.44023 2.59305
H23 1.99994 0.01613 1.09043
K1 -2.32726 -0.07430 -6.10948
C12 1.01257 -3.81114 5.13748
O12 0.44491 -3.20884 3.98890
H24 0.66101 -4.84317 5.20799
H25 2.10209 -3.80470 5.05273
H26 0.70252 -3.26116 6.02935
H27 0.77469 -2.29487 3.95289
B1 -0.67881 7.05348 5.59058
O13 -0.52168 6.51177 6.94414
C13 -0.36972 7.55917 7.76659
O14 -0.21437 7.46394 8.97327
C14 -0.41905 8.78456 7.01273
O15 -0.31293 9.91215 7.46709
O16 -0.60230 8.51269 5.71292
O17 0.36828 6.54608 4.69808
C15 -0.25128 5.90398 3.69780
O18 0.32834 5.35676 2.77375
C16 -1.67707 5.96314 3.88741
O19 -2.52030 5.47484 3.15260
O20 -1.96002 6.64267 5.00755
Ca1 -4.22504 5.90162 3.56848

Values from the calculation:
relative energy (zero: lowest compared OMol25 entry of this formula, charge and spin): 212.2 kcal/mol
charge: +2
HOMO-LUMO gap: 0.985 eV

=====

# C5H15N7O

A 2-piece molecular cluster, C5H15N7O overall at a distorted geometry (the ωB97M-V functional and the def2-TZVPD basis, the OMol25 dataset).

CARTESIAN COORDINATES (ANGSTROEM)
C1 1.60362 -0.58333 -1.26418
C2 -2.20136 -2.10935 0.51288
C3 0.46797 3.37210 0.83664
C4 0.74173 2.20446 1.71469
C5 0.88427 1.49358 -0.39812
N1 0.57093 2.76253 -0.49993
N2 2.60507 -0.96380 -2.16882
N3 1.21332 -1.35523 -0.35753
N4 -3.44129 -2.40417 0.81992
N5 -2.02376 -1.11178 -0.33081
N6 -1.22225 -2.65755 1.31437
N7 1.12696 0.76302 -1.46528
O1 1.01828 1.11017 0.83513
H1 -0.59735 3.79898 0.79531
H2 1.21715 4.13588 0.88729
H3 1.61800 2.37623 2.22042
H4 -0.08206 1.62411 2.31271
H5 0.78351 3.38297 -1.26377
H6 2.99336 -1.88221 -1.99279
H7 2.86691 -0.54761 -3.05259
H8 1.46657 -2.32685 -0.49027
H9 -1.11296 -0.73535 -0.46712
H10 -4.02674 -1.94476 0.23275
H11 -3.59951 -2.88819 1.60075
H12 -2.80121 -0.69606 -0.86407
H13 -1.27464 -3.57905 1.61204
H14 -0.26767 -2.35689 1.26377
H15 1.47312 1.11814 -2.34337

Values from the calculation:
relative energy (zero: lowest compared OMol25 entry of this formula, charge and spin): 16.5 kcal/mol
charge: +2
HOMO-LUMO gap: 10.453 eV

=====

# C24H45Br2N6O2P2PdS

C24H45Br2N6O2P2PdS as an isolated structure at a distorted geometry (the ωB97M-V functional and the def2-TZVPD basis, the OMol25 dataset).

CARTESIAN COORDINATES (ANGSTROEM)
Pd1 -0.63147 -0.20814 1.90427
Br1 4.84244 -0.39667 1.89463
C1 3.53240 -0.38553 3.26462
C2 3.98398 -0.16626 4.57041
C3 3.05353 -0.23887 5.63385
Br2 3.78068 -0.13391 7.41390
C4 1.64517 -0.49609 5.42668
C5 0.73408 -0.91528 6.41430
C6 -0.51652 -1.31271 6.03933
C7 -0.93182 -1.20612 4.73061
N1 -0.06318 -0.89726 3.78447
C8 1.25320 -0.64825 4.07389
C9 2.13955 -0.44320 2.93491
O1 1.67175 -0.32130 1.73819
H1 5.07752 0.08718 4.71375
H2 1.01325 -0.94078 7.48279
H3 -1.12731 -1.85218 6.73642
H4 -1.94770 -1.43293 4.39766
C10 0.18392 0.24864 -5.46367
N2 0.63583 -1.00409 -4.82212
C11 -0.05837 -2.21306 -5.26829
P1 1.02687 -0.90190 -3.21831
O2 -0.12962 -0.39971 -2.36840
N3 1.40796 -2.46353 -2.84857
C12 2.39701 -3.16684 -3.64828
C13 1.09452 -3.09858 -1.53037
N4 2.31132 0.15802 -2.98597
C14 3.45666 0.31703 -3.90012
C15 2.58294 0.77069 -1.69202
H5 0.54649 0.33146 -6.52198
H6 0.57818 1.10546 -4.87655
H7 -0.90565 0.26833 -5.47963
H8 0.48593 -2.64920 -6.12805
H9 -1.07580 -2.02386 -5.64824
H10 -0.06878 -2.98628 -4.48564
H11 2.49272 -2.75288 -4.64752
H12 2.02453 -4.20179 -3.75373
H13 3.37005 -3.14313 -3.10148
H14 0.04808 -2.76891 -1.34379
H15 1.73024 -2.70743 -0.73676
H16 1.14746 -4.21819 -1.69666
H17 3.38334 -0.32645 -4.80567
H18 4.43768 0.19119 -3.32426
H19 3.48514 1.41864 -4.21818
H20 1.63922 0.76762 -1.14576
H21 2.81759 1.85949 -1.80206
H22 3.39625 0.27429 -1.11554
C16 -3.20854 -0.86533 -2.28440
N5 -2.64602 -0.90369 -0.94564
C17 -3.07059 -1.73577 0.00021
S1 -2.00731 -1.99744 1.36466
N6 -4.31278 -2.30386 -0.03688
C18 -4.70796 -3.44166 0.72890
H23 -2.72755 -0.05073 -2.84020
H24 -4.27161 -0.64076 -2.20551
H25 -3.19965 -1.79718 -2.83075
H26 -1.60754 -0.67385 -0.87442
H27 -4.86071 -2.11002 -0.87928
H28 -4.14385 -4.34087 0.42882
H29 -5.76520 -3.61052 0.54101
H30 -4.46007 -3.29109 1.80219
C19 -3.06970 2.88299 -0.06539
C20 -1.53093 2.71310 -0.24107
P2 -0.73070 2.10455 1.27367
C21 -1.67581 2.72020 2.78867
C22 -1.67603 4.21457 3.02633
C23 0.88293 2.97280 1.50205
C24 1.28998 4.04164 0.46495
H31 -3.51653 3.59795 -0.74882
H32 -3.29450 3.20586 0.93621
H33 -3.51922 1.91009 -0.13682
H34 -1.01108 3.62541 -0.41181
H35 -1.22824 2.09395 -1.09845
H36 -1.11664 2.20700 3.58768
H37 -2.65897 2.28849 2.77511
H38 -0.84284 4.47973 3.78053
H39 -2.65684 4.54823 3.43850
H40 -1.44562 4.77493 2.10634
H41 1.60014 2.14898 1.40707
H42 0.98369 3.40625 2.50600
H43 1.70817 3.64517 -0.50463
H44 2.08997 4.65711 0.89997
H45 0.45682 4.74705 0.16816

Values from the calculation:
⟨S²⟩: 2.05
relative energy (zero: lowest compared OMol25 entry of this formula, charge and spin): 0.0 kcal/mol
multiplicity: 3
charge: +1
HOMO-LUMO gap (spin up / spin down): 6.642 / 4.863 eV

=====

# C2H6N4

An isolated molecule of C2H6N4 at a distorted geometry (the ωB97M-V functional and the def2-TZVPD basis, the OMol25 dataset).

CARTESIAN COORDINATES (ANGSTROEM)
H1 -2.03672 -1.69214 -0.52921
N1 -1.99886 -0.67887 -0.53108
C1 -0.95110 -0.19551 -0.02569
N2 -0.82418 1.17620 0.21818
N3 0.20955 -0.91815 0.46009
N4 1.51204 -0.78351 0.05125
C2 1.94713 0.29941 -0.43266
H2 -1.75629 1.54243 0.00063
H3 -0.48367 1.46243 1.13391
H4 0.05273 -1.74599 1.00236
H5 1.33530 1.19331 -0.60987
H6 2.99406 0.34039 -0.73791

Values from the calculation:
relative energy (zero: lowest compared OMol25 entry of this formula, charge and spin): 46.6 kcal/mol
charge: 0
HOMO-LUMO gap: 9.829 eV

=====

# C5H10N3

An isolated ion of composition C5H10N3 and charge +1 at a distorted geometry (the ωB97M-V functional and the def2-TZVPD basis, the OMol25 dataset).

CARTESIAN COORDINATES (ANGSTROEM)
C1 1.19820 -0.29178 1.00942
C2 1.17849 -1.30863 0.00261
C3 -0.68996 -0.20957 -0.61784
C4 -1.63401 0.38561 -1.55423
C5 -0.26755 1.76559 1.49703
N1 0.23221 0.62291 0.71995
N2 0.22985 -1.10495 -0.90297
N3 2.09788 -2.34788 -0.10653
H1 1.86988 -0.26379 1.81958
H2 -1.01018 0.79260 -2.36042
H3 -2.22230 -0.56936 -1.74158
H4 -2.21312 1.22408 -1.08793
H5 0.71767 2.22310 1.93929
H6 -0.73093 2.52144 0.81610
H7 -0.96145 1.42201 2.34665
H8 -0.03125 -1.74548 -1.74304
H9 2.71141 -2.37576 0.68309
H10 1.86879 -3.35012 -0.33389

Values from the calculation:
⟨S²⟩: 2.01
relative energy (zero: lowest compared OMol25 entry of this formula, charge and spin): 22.5 kcal/mol
multiplicity: 3
charge: +1
HOMO-LUMO gap (spin up / spin down): 7.458 / 9.359 eV

=====

# C3H5ClN2

An isolated molecule of C3H5ClN2 at a distorted geometry (the ωB97M-V functional and the def2-TZVPD basis, the OMol25 dataset).

CARTESIAN COORDINATES (ANGSTROEM)
Cl1 -1.82116 -0.03601 -0.30983
C1 -0.27225 -0.03982 0.67547
N1 0.42500 1.23911 0.39024
C2 1.46190 0.86021 -0.20326
C3 1.60923 -0.58180 -0.55763
N2 0.66762 -1.12376 0.38636
H1 -0.63110 0.08616 1.67901
H2 2.20187 1.58444 -0.60370
H3 2.57466 -0.91314 -0.28794
H4 1.41261 -0.74357 -1.61709
H5 0.96009 -1.64073 1.17320

Values from the calculation:
relative energy (zero: lowest compared OMol25 entry of this formula, charge and spin): 7.5 kcal/mol
charge: 0
HOMO-LUMO gap: 10.600 eV

=====

Among the records above, which one has the lowest relative energy (zero: lowest compared OMol25 entry of this formula, charge and spin)?
C24H45Br2N6O2P2PdS